Record 1
Computed, not measured: a 2-piece molecular cluster, C6H12O overall, with the ωB97M-V functional and the def2-TZVPD basis.

```
19
Properties=species:S:1:pos:R:3:forces:R:3
O -0.126217 -1.682037 1.062391 0.19 0.06 -0.42
C 0.554727 0.795507 -1.391719 -0.05 0.02 -0.08
C 0.208557 -1.366115 -0.060237 -0.01 -0.12 0.14
C -1.007415 0.925377 2.303995 0.03 0.17 -0.08
C -0.217417 -2.181267 -1.261814 -0.06 -0.06 -0.01
C 1.098239 -0.163640 -0.325324 0.06 0.01 0.11
C -0.702563 2.009097 1.599522 -0.05 -0.09 0.11
H -0.730512 -3.082687 -0.922636 0.07 0.12 -0.07
H -0.888906 -1.599555 -1.903669 0.11 -0.05 0.10
H 0.330595 2.282967 1.393432 -0.17 -0.02 0.07
H 2.077786 -0.546437 -0.643557 -0.11 0.03 0.04
H 1.241514 0.348482 0.627897 -0.01 -0.10 -0.13
H 1.069634 1.759963 -1.333995 -0.04 -0.17 -0.02
H 0.700318 0.404094 -2.404231 -0.06 0.03 0.15
H -2.038432 0.642114 2.500654 0.12 0.08 -0.04
H -0.247169 0.250020 2.684534 -0.11 0.15 -0.04
H -1.465810 2.664781 1.189144 0.06 -0.07 0.09
H 0.657261 -2.449999 -1.864920 -0.11 0.05 0.06
H -0.514188 0.989335 -1.249466 0.17 -0.03 0.02
```
Positions in Å, forces in eV/Å.

Results
ΔE to the lowest compared entry with this formula, charge and spin (kcal/mol): 28.8
Lowest unoccupied orbital energy (hartree): 0.034
Largest force on an atom (eV Å⁻¹): 0.46
Structure (SMILES): CCC(C)=O.C=C
Orbital gap (hartree): 0.3827

---

Record 2
Computed, not measured: a 8-piece molecular cluster, C42H107N7O15 overall, with the ωB97M-V functional and the def2-TZVPD basis.

```
171
Properties=species:S:1:pos:R:3:forces:R:3
O 1.028034 -1.839864 0.106653 0.23 0.15 -0.27
O 0.501996 -0.096659 -5.264639 0.10 -0.37 -0.50
O 7.862956 6.617544 -0.342609 0.32 0.01 -0.43
O 3.554277 2.460944 1.017163 -0.02 -0.49 -0.24
O 2.533521 5.667854 -1.307424 0.44 0.55 -0.29
O 4.356747 -5.855584 -0.290770 -0.16 -0.24 -0.01
O -6.659580 0.864140 5.515970 -0.02 0.35 -0.32
O -4.464961 -4.918132 -2.946820 0.29 0.00 0.02
O -0.974608 0.137745 3.734017 -0.50 0.31 -0.26
O -0.824521 -5.847675 0.508711 -0.36 0.23 -0.27
O 5.033872 -0.652969 -2.870588 -0.17 0.48 0.11
O -2.778493 3.609356 7.772805 0.38 -0.27 0.05
O -4.329864 0.121765 -4.576472 0.14 1.02 -0.21
O -3.464854 -1.623457 0.985727 -0.28 -0.21 0.25
O -0.363031 2.445781 -1.349987 0.32 0.01 -0.26
N 6.691944 3.927352 -0.155144 -0.25 0.32 0.73
N 3.025884 -3.281338 -1.286816 -1.06 1.21 -0.04
N -2.517170 2.443728 4.644709 -0.43 0.75 -1.01
N -4.256544 -1.439134 3.963152 -0.16 0.02 -0.38
N -3.663405 -6.675778 -0.317679 -0.13 -0.03 0.69
N 0.694279 4.316841 -3.071208 0.87 -0.34 -0.54
N -1.489185 -0.800299 -3.588015 0.89 -0.81 -0.11
C -2.286308 4.100621 6.544606 -0.75 2.04 0.01
C -5.357272 -4.549958 -1.910948 0.14 -0.18 -0.12
C -0.713956 4.055517 -3.073779 0.04 0.60 -0.12
C 5.807221 3.229192 0.788737 0.36 -0.42 0.07
C -1.075155 1.363446 3.033190 1.49 -0.04 -0.69
C -3.783032 -6.126942 -2.721985 0.84 0.00 0.20
C -0.986338 -0.942931 2.814623 -1.48 -0.83 1.01
C -2.828643 -7.208270 0.773018 0.45 -0.81 -0.91
C 5.297830 0.744499 -2.877238 0.62 -0.35 -0.33
C -5.650658 0.643319 -4.523666 -0.08 -0.29 -0.38
C 4.260401 -1.154171 -1.804531 -0.41 0.39 -0.42
C 8.654870 5.441426 -0.301038 -0.57 -1.25 0.69
C -5.155979 -0.790614 4.932288 1.36 -0.49 -1.08
C 4.871945 -4.561311 -0.179188 -0.19 0.53 -0.85
C 0.024684 -4.945877 1.167087 0.59 0.15 0.44
C -0.452341 -1.798493 -3.916229 -0.46 -0.09 -1.01
C 7.621352 7.078493 -1.653411 -0.11 0.69 -0.71
C 1.610387 0.635413 -5.730885 0.23 0.26 -0.62
C -2.887949 -6.147837 -1.470558 -1.57 -0.93 0.66
C 1.068253 5.675505 -3.209240 -0.17 1.68 -1.04
C -0.968727 2.662122 -2.592606 -0.79 -0.31 -0.52
C 1.843446 6.595516 -0.492610 0.38 -0.11 1.18
C -4.949596 -1.997755 2.802717 0.78 -0.27 0.03
C 3.688917 -3.614421 -0.038816 0.52 0.09 0.03
C -5.819421 0.482311 4.447231 -0.18 -0.14 0.24
C -3.968346 -2.655708 1.826202 -0.11 0.32 0.20
C 4.598993 2.616077 0.072012 0.30 0.69 1.22
C 5.312632 -6.816783 -0.643524 0.27 -0.66 0.47
C -2.578206 2.240435 7.996315 -0.04 -0.76 0.63
C 2.461684 5.944777 -2.713426 0.18 -0.53 0.84
C -7.372698 2.053037 5.254989 -0.25 -0.24 0.15
C 7.925026 4.344735 0.511555 0.58 0.74 -0.73
C -1.220795 2.492504 4.009248 0.13 -0.61 0.89
C 3.316616 1.159504 1.526774 -0.66 0.65 0.70
C -2.834912 -1.407679 -3.559029 1.29 0.55 -0.81
C 3.765852 -2.490289 -2.294925 0.43 -2.52 0.71
C -1.858094 -6.244557 1.380937 -0.08 0.18 0.40
C -3.021951 3.646571 5.283574 0.67 -1.04 0.14
C -0.731743 1.210807 -0.802786 -0.42 -0.12 0.46
C 0.842133 -1.141881 -4.374416 -0.33 0.76 0.79
C -3.859090 -0.308208 -3.306505 -1.49 -1.95 -0.42
C -2.942836 -1.965492 -0.272717 -0.12 -0.19 -0.03
H -0.796618 -2.351582 -4.815034 0.02 -0.25 0.31
H 2.094497 0.208879 -6.623901 -0.23 -0.38 0.19
H 1.351401 -0.623586 -3.547686 0.22 -0.54 0.19
H 4.828795 -1.159013 -0.868678 0.13 -0.28 -0.05
H 8.477681 7.561502 -2.153450 0.29 -0.52 0.33
H -1.525990 1.934931 8.085732 0.06 0.25 -0.62
H 0.333762 -1.509272 -0.476289 0.11 0.02 0.08
H -5.480714 -1.245822 2.207276 -0.36 -0.16 0.10
H 5.638196 -4.451928 0.593657 -0.17 -0.11 0.30
H -3.016523 -1.874644 -4.541025 -0.44 0.27 0.03
H -1.026565 3.453123 3.529640 -0.34 0.04 -0.10
H -1.823034 1.185317 -0.648612 0.04 0.02 0.15
H -4.927738 -4.717130 -0.922014 0.10 0.22 0.01
H -5.613243 -2.777301 3.186757 -0.26 0.17 -0.15
H 6.070460 -6.443758 -1.339067 -0.21 0.06 -0.20
H -0.117397 1.438836 2.489791 -0.06 0.52 -0.02
H -1.942274 -2.423796 -0.251529 0.10 0.27 0.27
H 4.914578 1.668637 -0.354906 -0.37 -0.05 -0.37
H 6.892280 7.891282 -1.661295 -0.25 -0.22 0.57
H 1.817255 7.630986 -0.850503 -0.30 -0.28 -0.61
H 4.227135 3.347512 -0.647994 0.11 -0.27 -0.38
H -4.701327 -0.840018 -2.827159 0.00 0.40 0.26
H 3.930369 0.379073 1.077333 0.01 0.03 -0.10
H -1.835703 1.341010 2.242889 -0.39 0.02 0.40
H 1.473613 -1.911073 -4.830567 0.20 0.16 -0.05
H 6.204891 4.794299 -0.383405 0.09 -0.10 -0.22
H -4.515490 -0.555375 5.783841 -0.38 -0.01 0.29
H 5.427714 3.827534 1.631494 0.04 0.39 -0.33
H -5.547438 -3.497080 -2.098403 -0.37 0.05 0.25
H 4.048373 -2.684068 0.403197 -0.16 -0.02 0.18
H -2.624553 -5.118729 -1.235333 0.65 -0.13 -0.14
H -8.317639 1.948868 5.786596 -0.01 0.33 0.08
H -5.074269 1.250065 4.193077 0.12 0.02 0.27
H -0.065381 -1.519841 2.822507 0.26 0.34 -0.41
H 2.575778 -4.075397 -1.718672 0.09 -0.10 0.09
H -4.493066 -6.964865 -2.709879 0.08 -0.10 -0.04
H 5.340433 -4.288100 -1.136151 0.39 -0.11 0.13
H -6.411348 0.358814 3.531475 -0.08 -0.28 0.05
H -5.867540 -1.576854 5.181354 -0.31 0.35 0.37
H -5.814769 1.256352 -3.632786 -0.16 -0.38 0.18
H -7.598619 2.171267 4.190520 0.05 -0.04 -0.03
H -2.967919 1.962604 8.980917 -0.32 0.43 -0.09
H -6.272244 -5.152569 -1.939584 -0.12 0.14 -0.18
H 9.625458 5.554481 0.194540 -0.06 0.67 -0.11
H -0.619159 1.980342 -3.382960 0.35 -0.16 0.35
H -1.784945 -1.584983 3.201616 0.39 -0.50 0.00
H 2.250939 0.958617 1.405887 0.03 -0.38 -0.39
H -2.309050 -8.100836 0.369894 0.40 0.27 0.27
H 8.669031 3.539997 0.550029 -0.41 -0.27 0.22
H 7.229088 6.295912 -2.312497 0.12 -0.10 0.12
H -2.940825 -1.011059 -0.794588 0.33 -0.19 -0.36
H 5.938867 1.074532 -2.052982 -0.05 -0.22 0.08
H 8.846494 5.012367 -1.288519 -0.10 0.32 -0.19
H -2.059409 -6.852953 -1.615491 0.39 0.67 -0.32
H -2.863264 -2.278316 -2.902428 -0.02 0.45 0.55
H -6.331034 -0.211986 -4.644544 -0.22 0.26 0.65
H -0.229114 1.148911 0.159399 0.00 -0.24 0.01
H -3.065705 -6.249649 -3.536418 -0.48 0.02 -0.38
H 0.859221 -4.662683 0.531398 -0.01 -0.33 -0.22
H 1.766509 -2.111796 -0.496023 -0.57 -0.24 0.26
H 2.390871 6.707646 0.453978 0.13 -0.37 -0.17
H -3.146974 -3.110818 2.396405 -0.10 -0.15 -0.13
H -3.120445 1.622992 7.273224 0.24 -0.04 -0.10
H -3.510880 -0.829586 3.644306 -0.14 0.23 0.18
H -3.415197 -7.611938 1.602160 -0.43 0.30 -0.17
H -3.556720 -2.689130 -0.826891 -0.29 0.19 0.20
H 3.156759 -2.386247 -3.189589 -0.21 0.30 0.15
H -4.502502 -3.427009 1.255311 0.20 0.09 -0.17
H 1.025475 6.051768 -4.246563 0.07 -0.50 -0.18
H -1.226583 4.869831 -2.535787 -0.27 -0.39 0.41
H 7.744882 4.727951 1.525599 0.03 -0.09 0.02
H 2.835813 6.950586 -2.930418 -0.34 0.12 0.03
H 3.171364 5.250813 -3.171492 -0.09 -0.07 -0.01
H 0.866237 6.203374 -0.191904 -0.17 0.30 -0.42
H -2.046041 2.445072 -2.522865 -0.04 0.27 0.06
H -1.423540 -0.236948 -4.437295 -0.47 0.47 0.44
H -0.420742 -3.983898 1.452813 -0.46 -0.22 -0.04
H -6.822876 2.931371 5.601574 -0.02 0.06 0.01
H -5.900530 1.298119 -5.363959 0.70 -0.08 -0.16
H -4.154905 -7.504012 -0.640490 -0.26 0.28 -0.19
H -2.778502 1.544327 5.001877 0.11 0.00 0.33
H -2.953105 4.468259 4.561832 -0.04 -0.08 -0.03
H 0.396539 -5.438597 2.075182 0.21 0.23 0.04
H -3.553247 0.521828 -2.670529 0.36 -0.02 -0.03
H 4.542817 -3.214334 -2.580580 0.74 1.04 -0.48
H -0.417711 2.351334 4.753287 0.14 0.15 -0.15
H -1.192552 4.151626 6.451530 0.02 -0.93 0.06
H 3.440635 1.174303 2.618309 0.43 -0.13 -0.15
H 2.945461 -4.057520 0.620806 0.05 0.06 0.18
H -1.406033 -6.718619 2.264466 -0.06 0.02 0.03
H 2.402936 0.740793 -4.980381 -0.26 0.15 0.17
H -2.514287 5.178072 6.614117 -0.11 -0.17 0.10
H 1.236677 3.876594 -2.343277 -0.50 -0.13 0.35
H 5.873339 0.864904 -3.795369 -0.12 0.36 0.01
H 6.410565 2.460992 1.289758 -0.12 -0.18 -0.22
H -4.080017 3.484840 5.505725 0.03 0.18 0.15
H 0.356270 6.381805 -2.741788 0.06 -0.20 0.50
H 1.235294 1.606432 -6.057587 0.10 0.08 0.31
H -1.102319 4.122865 -4.097748 0.03 -0.06 -0.05
H 4.415537 1.393232 -2.896137 -0.20 -0.32 -0.01
H -1.407988 -0.671205 1.847027 0.76 0.18 -0.25
H 4.784213 -7.676174 -1.053023 0.02 0.09 -0.25
H 3.366890 -0.537383 -1.614860 0.12 0.18 -0.04
H -0.517623 0.341166 -1.435161 0.29 0.23 -0.14
H 5.849882 -7.197530 0.237375 0.01 0.22 0.04
H -0.265261 -2.536931 -3.131273 -0.06 0.21 0.16
H -2.430288 -5.373731 1.736058 0.14 0.09 -0.04
```
Positions in Å, forces in eV/Å.

Results
ΔE to the lowest compared entry with this formula, charge and spin (kcal/mol): 26.6
Lowest unoccupied orbital energy (hartree): 0.024
Largest force on an atom (eV Å⁻¹): 2.65
Structure (SMILES): COCCNCCOC.COCCNCCOC.COCCNCCOC.COCCNCCOC.COCCNCCOC.COCCNCCOC.COCCNCCOC.O
Orbital gap (hartree): 0.3182

---

Record 3
Computed, not measured: C26H54AsCs2F6O10S5 as an isolated structure, with the ωB97M-V functional and the def2-TZVPD basis.

```
104
Properties=species:S:1:pos:R:3:forces:R:3
Cs 14.366060 13.663170 -3.932110 -0.04 -0.03 -0.48
Cs 18.037410 12.541940 -0.848650 0.33 0.07 0.46
As 18.967250 14.683200 -4.013760 0.31 2.39 -1.93
S 24.132510 16.153240 -5.761600 0.54 -1.05 0.79
S 17.603480 8.242980 -7.389370 0.64 0.78 -0.15
S 22.576460 12.648120 -0.926500 3.68 0.44 0.82
S 15.933810 13.632570 -8.088470 -3.12 -0.03 -1.16
S 20.773550 14.668630 -9.941030 -0.95 -0.58 0.29
F 18.539070 16.060050 -5.129100 0.01 -1.53 1.31
F 19.180530 13.661680 -5.426380 -0.58 0.29 0.94
F 19.555250 13.327280 -3.022990 -0.77 0.89 -0.45
F 18.681870 15.700010 -2.588600 0.77 -1.25 -0.98
F 17.210280 14.277620 -3.880840 1.34 -0.53 0.05
F 20.638630 15.241470 -4.259620 -0.85 -0.43 0.79
O 21.340510 13.015880 -0.298580 -1.38 0.40 0.33
O 18.434460 7.330160 -8.149230 -0.34 0.88 0.27
O 16.197000 7.973200 -7.278420 -0.14 -0.01 0.42
O 15.524500 13.084290 -6.770690 1.76 0.60 -0.53
O 16.715190 12.905410 -9.076720 -0.05 -0.20 1.45
O 23.718780 14.793020 -5.495260 0.11 1.23 -0.71
O 23.862850 12.923940 -0.276990 -1.79 -0.57 -0.10
O 25.389140 16.632890 -5.117310 -1.64 0.08 -1.26
O 21.647530 15.802960 -9.705540 0.29 -0.15 0.30
O 19.588930 14.853920 -10.736780 -0.32 0.51 0.18
C 21.629840 13.271630 -10.715560 -0.83 -0.34 2.54
C 20.259650 13.842160 -8.332400 -0.79 -0.29 -1.74
C 23.545680 18.128340 -7.619700 0.86 0.77 0.41
C 15.267600 16.209480 -8.568420 0.51 -0.79 0.42
C 15.464100 18.202030 -3.750750 -1.53 -0.14 0.22
C 22.367120 12.416350 -3.553440 0.86 -1.28 -0.15
C 15.870400 18.208140 -5.230670 -0.03 0.35 -0.13
C 18.416330 8.458250 -5.732120 -0.89 -0.15 0.25
C 18.860820 9.919500 -5.527810 -0.41 -0.17 -0.98
C 20.938120 12.028150 -9.916930 1.04 1.00 0.38
C 14.287200 15.285950 -9.398850 -0.19 3.78 -1.08
C 17.806290 10.040980 -7.850870 0.66 -1.23 0.83
C 22.783430 17.371390 -5.336560 -0.84 1.54 0.25
C 17.636370 20.973510 -7.626180 -0.60 -0.12 0.72
C 24.149940 16.712730 -7.618030 -0.10 0.68 -1.35
C 21.936270 11.032150 -2.858130 -0.58 0.32 -0.35
C 20.922990 12.459580 -8.423610 0.31 -0.10 1.10
C 16.850290 19.308440 -5.626770 0.46 0.65 -1.60
C 22.954060 18.568520 -6.278270 0.63 -0.24 0.34
C 22.741670 13.429900 -2.528880 -1.17 0.20 1.07
C 15.950960 17.134800 -2.804170 0.72 0.36 -0.36
C 16.494080 15.350830 -8.187870 0.78 0.18 0.21
C 14.265230 13.982900 -8.820340 -0.36 -2.96 0.57
C 17.963300 10.746820 -6.477630 -0.05 0.47 -1.45
C 22.424990 10.926620 -1.367600 0.51 0.73 -1.63
C 16.780950 19.764040 -7.194600 0.28 -0.15 1.02
H 17.029220 10.477530 -8.478320 -0.13 -0.47 0.18
H 19.914560 11.783060 -10.200390 0.17 0.24 -0.53
H 17.019050 21.823300 -7.334830 0.30 0.38 -0.24
H 20.033430 14.497440 -7.491250 1.64 0.07 0.36
H 15.540860 17.293890 -1.806870 0.22 0.16 0.06
H 17.035590 17.240540 -2.826670 -0.02 -0.80 0.53
H 21.947700 14.170500 -2.432750 0.45 0.55 -0.26
H 17.878120 19.006110 -5.426100 0.23 -0.49 -0.36
H 22.832020 18.283880 -8.428770 -0.01 -0.67 -0.14
H 18.706680 10.216590 -4.490470 0.05 0.01 0.02
H 20.415230 11.769540 -7.749720 -0.95 -0.22 -0.54
H 14.944770 18.379210 -5.780260 -0.02 0.05 -0.20
H 21.563240 11.135270 -9.927210 -0.09 0.04 -0.62
H 17.122090 15.572560 -7.325000 -0.72 0.33 0.69
H 21.813140 16.899540 -5.491460 0.34 -0.90 -0.22
H 15.630660 19.157660 -3.253610 0.07 0.20 -0.34
H 21.752920 10.437530 -0.662480 0.10 0.03 -0.23
H 17.268190 15.408830 -8.953040 -0.33 -0.54 -0.60
H 17.714830 20.948930 -8.713080 0.30 0.24 0.10
H 23.444280 10.546110 -1.301500 -0.14 -0.23 0.04
H 23.306170 12.250240 -4.081360 -0.21 -0.46 -0.35
H 14.369940 15.173550 -10.479870 0.95 0.75 -0.02
H 21.883830 12.283380 -7.940040 0.75 1.04 -0.47
H 16.250950 17.246590 -5.575200 0.07 -0.25 0.16
H 21.697120 12.911740 -4.256140 -0.38 -0.84 -0.02
H 14.056200 13.202800 -9.552350 0.63 -0.11 -0.25
H 16.802370 20.120040 -4.900730 -0.69 0.58 -0.46
H 17.631190 8.302750 -4.992200 -0.23 -0.34 -0.20
H 19.106260 7.619560 -5.638940 0.33 0.42 -0.06
H 15.613890 17.163380 -8.966240 -0.13 -0.31 -0.69
H 21.577260 13.440530 -11.791110 -0.22 -0.48 0.16
H 22.828270 17.632150 -4.279160 0.42 -0.22 0.03
H 18.593050 21.128340 -7.127300 0.17 -0.40 -0.20
H 14.384870 18.049290 -3.745690 -0.34 0.49 -0.04
H 16.962940 11.001700 -6.127750 -0.01 -0.43 0.45
H 18.739650 10.007540 -8.412840 0.16 0.29 0.01
H 23.753560 13.812920 -2.661000 -0.32 0.16 0.41
H 22.630380 13.436690 -10.315840 0.31 -0.57 -0.37
H 13.334060 15.800240 -9.275850 -0.24 -0.23 -0.10
H 19.211770 13.604680 -8.515810 -0.25 -0.11 -0.79
H 23.616980 19.345550 -5.897670 -0.06 -0.29 0.49
H 19.908090 10.100760 -5.769600 0.05 -0.14 -0.08
H 22.263300 10.197160 -3.477770 0.35 0.04 0.22
H 25.153410 16.613160 -8.031840 0.39 0.32 0.80
H 21.988020 19.063830 -6.375840 -0.25 -0.26 -0.01
H 24.345440 18.856340 -7.755700 0.11 -0.29 -0.52
H 13.373490 13.850030 -8.207780 0.71 -0.03 1.21
H 16.954340 18.911480 -7.851240 0.57 -0.42 0.32
H 18.368270 11.720250 -6.754300 0.34 0.12 0.49
H 23.594300 16.065910 -8.296990 -0.78 -0.80 0.95
H 14.753650 16.530650 -7.662440 -0.23 -0.30 0.16
H 15.599690 16.151670 -3.117470 0.46 -0.16 -0.15
H 20.853000 10.912170 -2.873090 -0.18 0.33 0.07
H 15.829490 20.106710 -7.601300 -0.78 -0.37 0.98
```
Positions in Å, forces in eV/Å.

Results
Lowest unoccupied orbital energy (alpha / beta) (hartree): -0.198 / -0.396
Charge: +2
Largest force on an atom (eV Å⁻¹): 3.94
Multiplicity: 2
Orbital gap (alpha / beta) (hartree): 0.2991 / 0.1009
<S²>: 0.76